{
  "formula": "C6H10N2O",
  "method": "ωB97M-V/def2-TZVPD",
  "elements": ["C", "C", "C", "C", "C", "C", "N", "N", "O", "H", "H", "H", "H", "H", "H", "H", "H", "H", "H"],
  "xyz": [[1.41314, -0.04313, 0.00850], [0.70955, 1.36779, 0.32606], [2.74603, -0.16187, -0.50630], [-0.90014, -0.22633, 0.00776], [-1.42387, -0.14713, -1.41217], [-1.73309, -1.03830, 0.83891], [0.46121, -0.91527, -0.18559], [-0.60863, 1.06208, 0.76906], [3.70326, -0.24385, 0.31430], [1.44891, 1.91964, 1.05056], [0.83337, 2.06655, -0.60249], [-2.58170, 0.10893, -1.27787], [-1.25029, -1.01510, -1.94654], [-0.99050, 0.53756, -2.04297], [-2.52234, -0.51370, 1.21935], [-1.16452, -1.52979, 1.64124], [-2.16246, -1.81780, 0.22057], [-0.57198, 0.78487, 1.71509], [4.59405, -0.19514, -0.13748]],
  "homo_energy_ha": -0.30566,
  "total_energy_ev": -11407.48968,
  "lumo_ev": 0.381,
  "total_charge": 0,
  "orbital_gap_ev": 8.70
}



{
  "formula": "C18H22N2O3S",
  "method": "ωB97M-V/def2-TZVPD",
  "elements": ["C", "C", "C", "C", "O", "N", "C", "N", "S", "C", "C", "C", "C", "C", "C", "C", "H", "H", "H", "H", "H", "H", "H", "H", "C", "C", "O", "O", "C", "C", "C", "H", "H", "H", "C", "H", "H", "H", "H", "H", "H", "H", "H", "H", "H", "H"],
  "xyz": [[-0.58123, -1.36820, -2.70047], [-0.64021, -1.78963, -1.26835], [0.45853, -2.23343, -0.58923], [0.34699, -2.60887, 0.80368], [1.23819, -3.00829, 1.52452], [-0.95219, -2.47438, 1.30778], [-1.97852, -2.01765, 0.55585], [-1.86667, -1.69596, -0.68726], [-3.52178, -1.87228, 1.36186], [-4.44899, -0.90886, 0.11133], [-3.86644, 0.45787, -0.05443], [-3.75937, 1.31124, 1.03729], [-3.19739, 2.56592, 0.89188], [-2.73443, 2.97948, -0.34632], [-2.84290, 2.13588, -1.43831], [-3.40597, 0.88040, -1.29336], [-3.49070, 0.22199, -2.14408], [-2.48370, 2.45450, -2.40572], [-2.28975, 3.95718, -0.45873], [-3.11764, 3.22103, 1.74681], [-4.11057, 0.98168, 2.00509], [-4.41862, -1.47783, -0.81548], [-5.46633, -0.87403, 0.50311], [-1.09368, -2.70833, 2.28408], [1.83006, -2.28201, -1.18461], [2.50085, -0.91827, -1.16689], [3.41079, -0.59941, -1.88513], [1.95003, -0.13177, -0.24324], [2.57191, 1.12525, 0.00975], [3.71999, 0.98021, 1.01392], [4.38233, 2.33591, 1.23787], [5.21164, 2.23601, 1.93321], [4.76417, 2.73798, 0.30247], [3.66815, 3.04389, 1.65349], [3.20525, 0.39230, 2.32513], [4.02901, 0.23466, 3.01675], [2.71477, -0.56263, 2.15067], [2.48946, 1.06957, 2.78734], [4.45364, 0.29258, 0.57979], [2.94280, 1.53892, -0.93407], [1.78127, 1.76296, 0.41213], [1.83712, -2.66346, -2.20572], [2.44994, -2.93320, -0.55959], [-0.24833, -2.19395, -3.32756], [-1.56536, -1.04702, -3.02563], [0.12386, -0.54796, -2.82166]],
  "homo_energy_ha": -0.31408,
  "total_energy_ev": -38982.56770,
  "lumo_ev": 0.511,
  "total_charge": 0,
  "smiles": "Cc1nc(SCc2ccccc2)[nH]c(=O)c1CC(=O)OCC(C)C",
  "orbital_gap_ev": 9.06
}



{
  "formula": "C6H10O",
  "method": "ωB97M-V/def2-TZVPD",
  "elements": ["C", "C", "C", "C", "C", "O", "C", "H", "H", "H", "H", "H", "H", "H", "H", "H", "H"],
  "xyz": [[1.86677, 1.29667, 0.62730], [0.35237, 0.92261, 0.55366], [0.10949, -0.00690, -0.54905], [-0.94699, -0.73674, -0.96003], [-1.01174, -2.06131, -1.66503], [-2.13042, -2.68127, -1.63426], [-0.61505, 1.09257, 1.58689], [2.06924, 2.30144, 0.44766], [2.36168, 0.99401, 1.53534], [2.34274, 0.64254, -0.29799], [0.99473, -0.23378, -1.17471], [-1.91541, -0.34018, -0.31740], [-0.54261, -1.77056, -2.64757], [-0.17542, -2.70566, -1.19143], [-0.28975, 0.70856, 2.57609], [-1.60200, 0.51820, 1.34676], [-0.86763, 2.05979, 1.76377]],
  "homo_energy_ha": [-0.08102, -0.08697],
  "total_energy_ev": -8427.90765,
  "lumo_ev": [3.642, 3.555],
  "total_charge": -1,
  "multiplicity": 2,
  "orbital_gap_ev": [5.85, 5.92]
}



{
  "formula": "C7H12",
  "method": "ωB97M-V/def2-TZVPD",
  "elements": ["C", "C", "C", "C", "C", "C", "C", "H", "H", "H", "H", "H", "H", "H", "H", "H", "H", "H", "H"],
  "xyz": [[1.15874, -0.73127, 1.52197], [1.06149, 0.63367, 0.89234], [0.74647, 0.99944, -0.56388], [0.18342, 0.02953, -1.58416], [-0.92743, -0.82278, -0.95528], [-1.65087, 0.01536, 0.06311], [-0.19804, 1.29697, 0.51420], [2.05517, -1.25846, 1.19669], [1.21416, -0.65243, 2.61141], [0.29906, -1.35546, 1.29711], [1.80253, 1.31364, 1.31231], [1.36545, 1.78967, -0.98803], [-0.24238, 0.63431, -2.39404], [0.96448, -0.59403, -2.02266], [-1.59625, -1.19561, -1.73801], [-0.49729, -1.69876, -0.46765], [-2.05588, -0.53656, 0.92952], [-2.49195, 0.59659, -0.37893], [-1.19088, 1.53620, 0.75399]],
  "homo_energy_ha": -0.30366,
  "total_energy_ev": -7449.79178,
  "lumo_ev": 1.131,
  "total_charge": 0,
  "orbital_gap_ev": 9.39
}



- Number 4 is which compound?
  C7H12